No. 1
Here is a molecular structure, C38H46I2IrN2O3P3S2 from the Open Molecules 2025 dataset. Energies are from ωB97M-V with the def2-TZVPD basis set.

Last column: Löwdin charge in e.
CARTESIAN COORDINATES (ANGSTROEM)
Ir1 -0.33963 0.49705 0.26928  0.589
N1 2.22037 -0.81349 0.74756  -0.357
P1 1.02744 -0.79880 1.92264  0.938
C1 1.94074 -0.21590 3.38485  -0.336
C2 1.30376 0.40569 4.45759  -0.091
C3 2.02263 0.74955 5.59253  -0.046
C4 3.38325 0.49300 5.65882  -0.042
C5 4.02034 -0.13136 4.59344  -0.044
C6 3.30563 -0.48593 3.46108  -0.091
C7 0.72420 -2.53045 2.30105  -0.335
C8 0.39568 -2.89744 3.60805  -0.073
C9 0.15998 -4.22822 3.91131  -0.050
C10 0.23599 -5.19151 2.91348  -0.042
C11 0.53980 -4.82291 1.60871  -0.051
C12 0.77310 -3.49525 1.29437  -0.077
P2 1.86205 0.14155 -0.58020  0.846
C13 2.58426 -0.88223 -1.88020  -0.327
C14 3.87898 -0.63772 -2.33588  -0.062
C15 4.46021 -1.52474 -3.22968  -0.048
C16 3.75951 -2.63611 -3.67347  -0.043
C17 2.47149 -2.88093 -3.21433  -0.047
C18 1.88157 -2.00795 -2.31685  -0.121
C19 2.93349 1.58590 -0.48729  -0.388
C20 2.99688 2.40026 -1.61925  -0.184
C21 3.79642 3.53269 -1.61096  -0.100
C22 4.51745 3.86151 -0.47014  -0.048
C23 4.42933 3.06730 0.66633  -0.052
C24 3.63056 1.93316 0.66771  -0.085
H1 2.95056 -1.51475 0.70919  0.101
H2 0.24378 0.60218 4.41617  0.070
H3 1.51727 1.21589 6.42802  0.117
H4 3.95067 0.76445 6.53859  0.120
H5 5.07573 -0.36082 4.65269  0.120
H6 3.82070 -0.98219 2.64964  0.105
H7 0.34118 -2.14741 4.38677  0.103
H8 -0.07544 -4.51495 4.92724  0.118
H9 0.05228 -6.23017 3.15266  0.119
H10 0.59582 -5.57891 0.83700  0.117
H11 0.99325 -3.20695 0.27262  0.089
H12 4.43534 0.22650 -2.00161  0.107
H13 5.46827 -1.34588 -3.57842  0.118
H14 4.21623 -3.31394 -4.38224  0.119
H15 1.92532 -3.75155 -3.55197  0.116
H16 0.87998 -2.18599 -1.95620  0.004
H17 2.44145 2.12287 -2.50975  0.085
H18 3.85370 4.16215 -2.48983  0.116
H19 5.15259 4.73747 -0.46768  0.118
H20 4.99105 3.32644 1.55422  0.116
H21 3.56901 1.31079 1.55157  0.084
O1 -2.54979 -0.11043 0.95067  -0.258
C25 -3.51078 0.81080 1.49819  -0.227
C26 -3.38100 0.80680 3.00230  -0.141
C27 -1.91793 0.85179 3.42753  -0.161
C28 -1.18040 2.08256 2.99482  -0.292
C29 -1.39279 3.29362 3.64072  0.018
C30 -0.63994 4.40303 3.30278  -0.003
C31 0.34370 4.27293 2.33191  -0.031
C32 0.48720 3.05597 1.70652  -0.216
N2 -0.27714 1.98617 2.00181  -0.064
H22 -2.93853 -0.64666 0.24242  0.025
H23 -4.52377 0.51926 1.22136  0.138
H24 -3.31737 1.80555 1.08492  0.062
H25 -3.80445 -0.11675 3.39953  0.132
H26 -3.94635 1.64545 3.41256  0.132
H27 -1.41231 -0.02047 3.01276  0.075
H28 -1.88869 0.78661 4.51677  0.133
H29 -2.14574 3.35382 4.41559  0.135
H30 -0.81233 5.35441 3.78833  0.129
H31 0.98012 5.10098 2.05452  0.123
H32 1.24443 2.91497 0.94735  0.063
C33 -5.39137 0.50097 -2.79851  -0.029
C34 -3.98128 1.03557 -2.93783  -0.488
C35 -3.89599 2.23655 -3.85640  -0.059
O2 -3.19106 -0.04546 -3.48016  -0.306
P3 -1.64596 -0.34274 -3.35641  -0.100
S1 -0.38494 1.11247 -3.73758  0.203
S2 -1.27009 -1.13493 -1.47392  0.357
O3 -1.41214 -1.45408 -4.43048  -0.296
C36 -2.28164 -2.53240 -4.92024  -0.400
C37 -3.41801 -1.99254 -5.76433  -0.036
C38 -2.76456 -3.37739 -3.75772  -0.056
H33 -6.04012 1.26790 -2.37474  0.093
H34 -5.41204 -0.37177 -2.14431  0.083
H35 -5.78347 0.21429 -3.77408  0.093
H36 -3.59119 1.28904 -1.94456  0.042
H37 -4.24645 1.96923 -4.85336  0.101
H38 -2.86768 2.58509 -3.93773  0.027
H39 -4.51617 3.04671 -3.46949  0.095
H40 -1.60454 -3.10188 -5.55430  0.146
H41 -4.17835 -1.51858 -5.14760  0.068
H42 -3.87901 -2.82019 -6.30373  0.096
H43 -3.04850 -1.27028 -6.49160  0.096
H44 -3.44905 -2.79683 -3.13483  0.073
H45 -1.92329 -3.71267 -3.15006  0.072
H46 -3.29246 -4.25405 -4.13148  0.096
I1 -1.57341 2.92589 -0.96617  0.478
I2 0.31240 4.56970 -1.84096  0.384

Output
HOMO in eV: -12.67
Total charge: +2
Energy above the lowest of the compared OMol25 structures with the same formula, charge and spin in eV: 0.638

No. 2
Here is a molecular structure, C38H47F5IrN2OP2S from the Open Molecules 2025 dataset. Energies are from ωB97M-V with the def2-TZVPD basis set.

Last column: Löwdin spin population.
CARTESIAN COORDINATES (ANGSTROEM)
Ir1 1.02968 -0.34404 -0.12061  0.061
C1 2.23549 1.54725 3.61996  0.009
C2 2.08881 2.43572 2.38585  -0.001
C3 1.98805 3.91115 2.75805  0.000
P1 0.75416 1.72560 1.26525  0.002
C4 0.13826 3.04994 0.09831  0.001
C5 -0.77712 4.08790 0.73726  0.000
C6 -0.57517 2.38425 -1.08552  0.000
C7 -0.60459 1.28938 2.38672  0.003
C8 -1.02536 2.11906 3.41373  0.000
C9 -1.98280 1.69865 4.32668  0.004
C10 -2.50569 0.41317 4.22928  0.000
C11 -2.11228 -0.42440 3.21497  0.003
C12 -1.16359 -0.01190 2.24231  0.001
N1 -0.84920 -0.77335 1.17584  0.014
C13 -1.46115 -2.01336 1.04637  0.001
C14 -1.08516 -3.08928 1.85805  0.001
C15 -1.70809 -4.31369 1.71897  0.000
C16 -2.71454 -4.48615 0.77798  0.001
C17 -3.08618 -3.43590 -0.04053  0.000
C18 -2.48914 -2.18672 0.09427  0.001
P2 -2.83901 -0.74884 -0.96526  -0.005
C19 -3.99823 -1.17569 -2.37682  -0.001
C20 -5.43237 -1.52919 -1.98422  0.000
C21 -3.38577 -2.23779 -3.28426  0.000
C22 -3.69408 0.57375 0.07600  -0.001
C23 -4.32363 1.64561 -0.81285  0.000
C24 -4.68650 -0.01468 1.07357  0.000
H1 3.18475 1.75347 4.10944  0.000
H2 2.21499 0.49114 3.35018  0.009
H3 1.44107 1.73080 4.33838  0.000
H4 2.99715 2.33343 1.78672  0.000
H5 1.16074 4.11447 3.43002  0.000
H6 1.90876 4.54653 1.87974  0.000
H7 2.90134 4.19022 3.28132  0.000
H8 1.05627 3.53616 -0.24845  0.000
H9 -1.67044 3.62109 1.14480  0.000
H10 -1.08508 4.79778 -0.02722  0.000
H11 -0.28981 4.64442 1.53079  0.000
H12 -1.64596 2.34417 -0.90498  0.000
H13 -0.23398 1.34686 -1.24793  0.000
H14 -0.40768 2.94861 -1.99919  0.000
H15 -0.60976 3.10929 3.50785  0.000
H16 -2.29962 2.35777 5.11778  0.000
H17 -3.22473 0.06925 4.95620  0.000
H18 -2.51450 -1.42432 3.16476  0.000
H19 -0.30048 -2.94340 2.58581  0.000
H20 -1.41781 -5.13501 2.35385  0.000
H21 -3.21449 -5.43619 0.68488  0.000
H22 -3.86930 -3.58878 -0.76067  0.000
H23 -4.02603 -0.23610 -2.94276  0.000
H24 -5.49703 -2.39691 -1.33423  0.000
H25 -5.97832 -1.75984 -2.89828  0.000
H26 -5.94320 -0.69895 -1.50649  0.000
H27 -3.31791 -3.20483 -2.79348  0.000
H28 -2.39324 -1.94219 -3.61777  0.000
H29 -4.00977 -2.36101 -4.16684  0.000
H30 -2.87653 1.03410 0.64444  0.000
H31 -5.26129 1.31353 -1.24882  0.000
H32 -3.65903 1.94023 -1.62458  0.000
H33 -4.53717 2.52888 -0.21290  0.000
H34 -5.54622 -0.46199 0.58532  0.000
H35 -5.04760 0.78670 1.71665  0.000
H36 -4.21408 -0.76630 1.70110  0.000
O1 -0.10894 -2.12805 -1.56416  0.004
C25 0.35548 -2.63532 -2.81444  0.000
C26 1.68110 -3.39026 -2.71449  0.001
C27 2.75228 -2.58247 -1.96873  0.008
C28 2.93233 -1.24731 -2.62001  0.000
C29 3.78736 -1.12379 -3.71256  0.001
C30 3.88083 0.08016 -4.38328  0.000
C31 3.11719 1.14564 -3.92795  0.000
C32 2.31387 0.95444 -2.81910  0.000
N2 2.21402 -0.21199 -2.17489  0.002
H37 -0.20874 -2.87869 -0.96455  0.000
H38 0.45040 -1.76439 -3.46555  0.000
H39 -0.40330 -3.30514 -3.23232  0.000
H40 2.02020 -3.61610 -3.72647  0.000
H41 1.52945 -4.33616 -2.19274  0.000
H42 3.69232 -3.13273 -1.98631  0.000
H43 2.44349 -2.44810 -0.92633  0.009
H44 4.36771 -1.97607 -4.02852  0.000
H45 4.52870 0.18497 -5.24026  0.000
H46 3.15370 2.10757 -4.41145  0.000
H47 1.74761 1.78041 -2.41284  0.000
F1 7.78760 2.13003 0.35350  0.037
C33 6.70399 1.39989 0.54087  0.100
C34 6.76472 0.22123 1.29180  -0.011
F2 7.92051 -0.16746 1.80334  -0.010
C35 5.61796 -0.53812 1.50085  0.070
F3 5.69425 -1.64695 2.22474  0.020
C36 4.37321 -0.16181 0.96739  0.072
S1 2.98329 -1.15703 1.27685  0.526
C37 4.35609 1.01581 0.21645  0.062
F4 3.19023 1.46156 -0.30670  0.016
C38 5.48286 1.79069 -0.00646  -0.001
F5 5.36939 2.89604 -0.74048  -0.007

Output
HOMO (alpha / beta) in eV: -11.89 / -11.90
⟨S²⟩: 0.77
2S+1: 2
Total charge: +2